No. 1
{"formula": "C3H11NO3", "method": "ωB97M-V/def2-TZVPD", "e_homo_ev": [-0.5, -3.5], "spin_multiplicity": 2, "homo_lumo_gap_ev": [4.38, 7.30], "e_above_lowest_kcal_mol": 23.1, "energy_ev": -10920.451, "s2": 0.761, "total_charge": -1, "e_lumo_ha": [0.1419, 0.1409], "elements": ["C", "C", "C", "N", "H", "H", "H", "H", "H", "H", "H", "O", "H", "H", "O", "H", "H", "O"], "coordinates": [[1.2384, 1.1258, -0.2870], [0.1990, 1.9077, 0.1317], [1.5683, -0.1736, 1.6042], [1.6530, -0.0691, 0.2690], [1.9653, 1.4750, -1.0303], [-0.2523, 1.6935, 1.0894], [-0.2667, 2.6182, -0.5458], [1.6215, -1.1303, 2.1098], [1.5741, 0.6658, 2.2960], [1.3839, -1.0823, -1.5717], [0.7475, -0.9584, -2.9714], [0.7442, -1.5032, -2.1772], [-2.1053, -1.4448, 0.9686], [-3.4726, -0.9245, 1.4664], [-2.5596, -1.0779, 1.7328], [-0.9073, -0.9058, -1.4336], [-1.4507, 0.1400, -0.4264], [-1.6807, -0.3561, -1.2245]], "mulliken_charge": [0.03, -1.12, -0.86, -0.61, 0.39, 0.40, 0.25, 0.29, 0.33, 0.39, 0.31, -0.75, 0.35, 0.31, -0.70, 0.41, 0.27, -0.70]}

No. 2
{"formula": "C28H84B3F16N10O18S4", "method": "ωB97M-V/def2-TZVPD", "e_homo_ev": -8.2, "homo_lumo_gap_ev": 4.53, "energy_ev": -170997.403, "total_charge": 1, "e_lumo_ha": -0.1362, "elements": ["C", "C", "C", "O", "C", "N", "H", "H", "H", "H", "H", "H", "H", "H", "H", "H", "H", "H", "C", "C", "C", "O", "C", "N", "H", "H", "H", "H", "H", "H", "H", "H", "H", "H", "H", "H", "C", "C", "C", "O", "C", "N", "H", "H", "H", "H", "H", "H", "H", "H", "H", "H", "H", "H", "C", "C", "C", "O", "C", "N", "H", "H", "H", "H", "H", "H", "H", "H", "H", "H", "H", "H", "C", "C", "C", "O", "C", "N", "H", "H", "H", "H", "H", "H", "H", "H", "H", "H", "H", "H", "C", "C", "C", "O", "C", "N", "H", "H", "H", "H", "H", "H", "H", "H", "H", "H", "H", "H", "C", "C", "C", "O", "C", "N", "H", "H", "H", "H", "H", "H", "H", "H", "H", "H", "H", "H", "N", "O", "O", "O", "B", "F", "F", "F", "F", "B", "F", "F", "F", "F", "B", "F", "F", "F", "F", "N", "S", "O", "O", "F", "S", "O", "O", "F", "N", "S", "O", "O", "F", "S", "O", "O", "F"], "coordinates": [[-4.9974, -4.5269, -4.7304], [-3.5477, -4.4454, -4.4472], [-2.6728, -3.3491, -5.1959], [-3.0057, -2.0433, -5.0352], [-1.9051, -1.1697, -5.2097], [-3.3944, -4.0091, -2.9443], [-4.2021, -4.1546, -2.3556], [-2.5784, -4.4567, -2.5521], [-3.1612, -3.0264, -2.9417], [-5.3602, -5.2493, -3.9993], [-5.3050, -4.9137, -5.7019], [-5.5749, -3.6029, -4.7006], [-3.1264, -5.4322, -4.2556], [-2.6442, -3.5648, -6.2640], [-1.6611, -3.4143, -4.7956], [-1.6597, -1.1641, -6.2716], [-1.0036, -1.4090, -4.6457], [-2.3246, -0.2186, -4.8818], [8.8604, 3.7789, 4.5713], [7.4280, 3.5896, 5.0098], [6.6209, 2.3569, 4.4525], [5.2355, 2.3824, 4.8115], [4.3911, 1.3856, 4.1770], [7.3932, 3.4674, 6.5411], [6.4766, 3.4329, 6.9639], [7.7691, 2.5628, 6.7868], [7.8274, 4.1949, 7.0910], [9.4658, 4.5147, 5.1006], [8.7737, 4.2569, 3.5955], [9.3747, 2.8217, 4.4854], [6.8244, 4.4881, 4.8816], [7.0111, 1.3552, 4.6327], [6.5945, 2.3856, 3.3632], [4.3449, 1.5282, 3.0974], [3.3864, 1.5330, 4.5733], [4.7051, 0.3570, 4.3546], [0.2823, -3.3443, 5.9162], [1.4229, -3.1002, 4.8405], [1.3886, -1.7057, 4.1449], [1.8393, -0.5454, 4.8375], [1.0980, -0.1659, 6.0234], [2.8511, -3.4122, 5.2431], [3.0308, -4.3748, 5.4906], [3.4206, -3.0678, 4.4834], [3.1785, -2.8134, 5.9877], [0.4562, -2.8185, 6.8550], [0.3300, -4.3915, 6.2151], [-0.6870, -3.1009, 5.4812], [1.2574, -3.7971, 4.0189], [0.3563, -1.4486, 3.9076], [1.8387, -1.8167, 3.1584], [1.5180, -0.7181, 6.8641], [0.0207, -0.2869, 5.9100], [1.2267, 0.9032, 6.1926], [1.4645, 1.5833, 1.3234], [0.9357, 0.8771, 0.0218], [0.3154, -0.5201, 0.1887], [-0.1627, -1.0404, -1.0883], [-1.5393, -1.1849, -1.2111], [-0.1814, 1.7726, -0.5188], [-1.0617, 1.8566, -0.0308], [0.1769, 2.6997, -0.6981], [-0.3758, 1.3931, -1.4344], [0.9700, 1.4734, 2.2885], [1.4718, 2.6685, 1.4255], [2.5001, 1.2624, 1.4355], [1.5870, 0.8301, -0.8510], [-0.4121, -0.5387, 1.0002], [1.1305, -1.1908, 0.4603], [-2.0539, -0.2275, -1.1296], [-1.9375, -1.8635, -0.4567], [-1.8690, -1.5491, -2.1841], [-5.4040, 5.9395, -4.3892], [-5.8341, 4.7982, -3.3820], [-4.7161, 3.7273, -3.1889], [-5.1579, 2.5297, -2.6062], [-4.0906, 1.6221, -2.1579], [-6.2839, 5.5024, -2.0323], [-6.7414, 4.7984, -1.4709], [-5.4554, 5.8803, -1.5955], [-6.9821, 6.2259, -2.1285], [-6.2197, 6.6625, -4.3906], [-5.1517, 5.5080, -5.3579], [-4.5759, 6.4849, -3.9365], [-6.7831, 4.3589, -3.6896], [-3.9721, 4.2201, -2.5629], [-4.3063, 3.5145, -4.1763], [-4.6067, 0.7244, -1.8175], [-3.4157, 2.1411, -1.4772], [-3.4256, 1.2096, -2.9166], [2.8336, 2.4764, -5.3306], [2.8653, 0.9424, -5.1564], [2.6723, 0.3594, -3.7323], [3.1059, -0.9459, -3.8073], [2.3529, -1.8202, -2.9315], [1.9079, 0.2829, -6.1471], [2.0713, -0.7067, -6.2666], [0.9106, 0.3029, -5.9884], [2.0184, 0.5991, -7.1000], [3.8081, 2.8733, -5.0462], [2.1104, 2.9917, -4.6985], [2.6753, 2.7227, -6.3805], [3.8224, 0.6312, -5.5751], [1.6316, 0.4201, -3.4141], [3.3205, 0.9858, -3.1194], [1.2737, -1.6706, -2.9630], [2.6513, -1.7794, -1.8839], [2.6200, -2.8356, -3.2243], [1.7331, -4.5949, -1.0300], [1.0165, -4.8831, 0.3902], [-0.2314, -4.1513, 0.7716], [-0.6728, -4.5283, 2.1019], [-2.1275, -4.3765, 2.1408], [0.6143, -6.3735, 0.3892], [0.5870, -6.7715, 1.3171], [-0.2606, -6.4629, -0.1074], [1.2743, -6.9291, -0.1360], [2.1388, -3.5851, -1.0926], [1.0402, -4.7947, -1.8474], [2.5505, -5.2871, -1.2319], [1.6788, -4.8319, 1.2544], [-0.9815, -4.3365, 0.0028], [0.0242, -3.0919, 0.7925], [-2.5094, -4.5725, 3.1427], [-2.6248, -5.0973, 1.4917], [-2.4360, -3.3401, 2.0035], [-3.6309, 1.3435, 1.1176], [-3.9658, 0.2145, 0.8556], [-2.4151, 1.6472, 1.3432], [-4.4038, 2.2762, 0.9851], [1.8127, 4.6681, -0.8036], [2.2745, 5.5689, 0.1855], [1.8643, 5.2837, -2.0155], [2.5565, 3.5110, -0.8128], [0.4820, 4.4614, -0.5859], [4.3265, -1.9635, 1.4819], [5.6362, -1.6335, 1.3722], [3.6670, -0.8094, 1.3371], [4.0005, -2.7011, 0.4241], [3.9826, -2.6418, 2.6473], [-0.8202, 2.0798, -3.8167], [-0.7021, 1.9711, -5.1516], [0.3193, 2.7015, -3.2282], [-1.8654, 2.9844, -3.5779], [-1.0126, 0.8227, -3.2644], [1.1905, 5.7748, 4.5530], [-0.0710, 6.1242, 5.3554], [-0.1464, 5.8802, 6.7900], [-1.2966, 6.2575, 4.5759], [0.2854, 7.6740, 5.4795], [0.5145, 4.1561, 4.3817], [-0.4153, 3.9312, 3.2548], [0.3598, 3.2852, 5.5874], [1.8853, 3.5035, 3.7601], [-5.8062, -4.0814, -1.1802], [-5.3763, -2.5147, -0.5625], [-6.1381, -1.8761, 0.5213], [-4.8297, -1.6326, -1.6316], [-4.1611, -3.1362, 0.3180], [-7.2235, -3.6943, -1.2942], [-7.6156, -2.9191, -2.4600], [-8.0126, -3.5702, -0.1028], [-7.7384, -5.1544, -1.8224]], "mulliken_charge": [-1.56, 0.35, -0.74, -0.32, -0.78, 0.09, 0.34, 0.30, -0.14, 0.48, 0.42, 0.32, 0.38, 0.49, 0.35, 0.51, 0.06, 0.32, -1.38, 0.27, -0.77, -0.33, -0.61, -0.32, 0.33, 0.35, 0.35, 0.45, 0.35, 0.34, 0.32, 0.40, 0.43, 0.39, 0.08, 0.28, -1.57, 0.42, -0.64, 0.08, -0.83, 0.08, 0.40, 0.26, 0.42, 0.34, 0.48, 0.36, 0.02, 0.67, -0.09, 0.27, 0.31, 0.19, -2.05, 1.23, -0.74, 0.49, 1.81, 1.42, 0.18, 0.42, -1.06, 0.40, 0.49, 0.34, -0.37, 0.69, -0.04, -0.54, 0.04, -1.23, -1.31, -0.06, -0.32, -0.52, -0.01, -0.32, 0.36, 0.36, 0.34, 0.43, 0.39, 0.37, 0.36, 0.31, 0.22, 0.16, 0.25, -0.11, -1.44, -0.09, 0.65, -0.53, -0.52, -0.16, 0.42, 0.06, 0.41, 0.44, 0.18, 0.44, 0.40, -0.54, 0.41, 0.21, 0.25, 0.31, -0.84, -0.04, 0.55, -0.50, -0.87, -0.08, 0.34, 0.31, 0.38, -0.38, 0.47, 0.56, 0.08, 0.03, -0.14, 0.44, 0.29, 0.35, 0.85, -0.54, -0.62, -0.66, 0.36, -0.40, -0.42, -0.31, -0.37, -0.07, -0.32, 0.10, -0.29, -0.37, -0.08, -0.32, -0.26, -0.17, -0.19, -0.30, 1.10, -0.63, -0.60, -0.32, 1.10, -0.45, -0.63, -0.21, -0.39, 0.71, -0.46, -0.24, -0.14, 0.93, -0.63, -0.59, -0.36]}

No. 3
{"formula": "C6H6N", "method": "ωB97M-V/def2-TZVPD", "e_homo_ev": -14.2, "homo_lumo_gap_ev": 7.74, "e_above_lowest_kcal_mol": 58.6, "energy_ev": -7797.202, "smiles": "C1=C=[NH+]CC=CC=1", "total_charge": 1, "e_lumo_ha": -0.2362, "elements": ["C", "C", "C", "C", "C", "C", "N", "H", "H", "H", "H", "H", "H"], "coordinates": [[-0.6953, -0.5481, -1.5505], [0.2804, -1.2071, -1.0815], [-1.5295, 0.4755, -1.2442], [-1.1694, 1.0146, 0.0668], [1.1275, -0.2113, 0.7691], [-0.1423, 0.5794, 0.8120], [1.2605, -1.2269, -0.2704], [-2.3106, 0.6707, -1.9490], [-1.7535, 1.6929, 0.6007], [1.9675, 0.3752, 0.5712], [1.4540, -0.6962, 1.7052], [-0.2767, 1.1431, 1.7128], [1.7873, -2.0619, -0.1422]], "mulliken_charge": [-0.15, 0.38, -0.12, -0.35, -0.47, -0.28, -0.13, 0.43, 0.40, 0.35, 0.36, 0.28, 0.30]}

No. 4
{"formula": "ClHOS", "method": "ωB97M-V/def2-TZVPD", "e_homo_ev": [-9.4, -9.4], "homo_lumo_gap_ev": [7.79, 7.80], "e_above_lowest_kcal_mol": 3.2, "energy_ev": -25419.354, "smiles": "O=S.Cl", "total_charge": 0, "e_lumo_ha": [-0.0582, -0.0581], "elements": ["O", "S", "Cl", "H"], "coordinates": [[2.3586, 0.9246, -0.4456], [2.9209, 0.0211, 0.5797], [-2.6625, -0.6604, 0.4957], [-2.6171, -0.2853, -0.6298]], "mulliken_charge": [-0.29, 0.29, -0.21, 0.21]}

No. 5
{"formula": "C26H25Cl4GeMoN5S3", "method": "ωB97M-V/def2-TZVPD", "e_homo_ev": [-10.5, -10.3], "spin_multiplicity": 2, "homo_lumo_gap_ev": [4.90, 5.04], "e_above_lowest_kcal_mol": 72.1, "energy_ev": -175783.777, "s2": 0.957, "total_charge": 1, "e_lumo_ha": [-0.2066, -0.1921], "elements": ["Mo", "C", "N", "C", "C", "N", "C", "C", "C", "C", "C", "C", "C", "S", "C", "C", "C", "C", "C", "C", "S", "H", "H", "H", "H", "H", "H", "H", "H", "H", "H", "H", "H", "H", "H", "H", "H", "H", "H", "N", "C", "C", "C", "C", "C", "C", "N", "C", "C", "C", "S", "C", "N", "H", "H", "H", "H", "H", "H", "H", "Cl", "Ge", "Cl", "Cl", "Cl"], "coordinates": [[0.7400, -0.5969, -0.7839], [2.6831, 1.1483, 0.3681], [1.7158, 2.1734, 0.5583], [1.6147, 2.7748, 1.8796], [0.9478, 1.8530, 2.9063], [-0.2665, 1.2483, 2.3891], [-1.3009, 2.2191, 2.0461], [-0.8014, 0.2015, 3.1819], [-0.8699, 0.2868, 4.5672], [-1.4686, -0.7128, 5.3173], [-2.0252, -1.8255, 4.6960], [-1.9446, -1.9472, 3.3271], [-1.3121, -0.9571, 2.5615], [-1.1466, -1.3311, 0.8738], [1.4609, 3.0037, -0.5657], [2.2549, 4.1062, -0.8471], [1.9779, 4.9163, -1.9379], [0.8900, 4.6390, -2.7556], [0.0904, 3.5421, -2.4920], [0.3805, 2.7083, -1.4126], [-0.6476, 1.3305, -1.0909], [3.5132, 1.4361, -0.2836], [2.2370, 0.2376, -0.1434], [3.0699, 0.8021, 1.3236], [1.0334, 3.6904, 1.7775], [2.5966, 3.0507, 2.2852], [0.7688, 2.4654, 3.8031], [1.6195, 1.0369, 3.1826], [-1.5613, 2.8519, 2.9069], [-2.1993, 1.6911, 1.7290], [-0.9695, 2.8532, 1.2246], [-0.4775, 1.1611, 5.0699], [-1.5153, -0.6173, 6.3943], [-2.5064, -2.5965, 5.2819], [-2.3252, -2.8236, 2.8185], [3.0994, 4.3262, -0.2037], [2.6138, 5.7651, -2.1517], [0.6659, 5.2774, -3.5993], [-0.7533, 3.3058, -3.1269], [-1.0967, -3.4245, -3.2559], [-2.2952, -2.7859, -3.0129], [-3.5872, -3.0883, -3.4231], [-4.5876, -2.2475, -2.9908], [-4.3023, -1.1330, -2.1934], [-3.0203, -0.8413, -1.7777], [-1.9935, -1.7026, -2.1728], [-0.6121, -1.7339, -1.9065], [-0.1334, -2.7653, -2.5959], [1.2716, -3.0530, -2.5577], [2.0183, -3.9199, -3.2932], [3.6661, -3.7400, -2.8964], [3.2705, -2.5153, -1.7846], [1.9959, -2.2699, -1.6920], [-0.9595, -4.2243, -3.8497], [-3.7924, -3.9411, -4.0565], [-5.6124, -2.4522, -3.2689], [-5.1098, -0.4775, -1.8970], [-2.8328, 0.0267, -1.1709], [1.6912, -4.6238, -4.0409], [4.0265, -2.0109, -1.2054], [3.8839, -1.9187, 1.2267], [1.6720, -2.0652, 1.2539], [1.4383, -1.9069, 3.4045], [1.3424, -4.1745, 0.8580], [1.7760, 0.2944, -2.7758]], "mulliken_charge": [-0.59, -1.14, 1.30, -1.48, -0.84, 1.77, -1.33, -1.29, -0.22, -0.84, -0.78, -0.75, 0.97, 0.26, -1.15, -0.37, -0.77, -0.71, -0.80, 1.08, 0.05, 0.27, 0.89, 0.65, 0.53, 0.43, 0.38, 0.49, 0.30, 0.29, 0.40, 0.38, 0.42, 0.41, 0.50, 0.47, 0.43, 0.41, 0.51, -0.04, 0.38, -1.23, -0.47, -1.13, -0.20, 0.74, 0.68, 0.00, -0.72, -0.26, -0.10, -0.36, 0.94, 0.25, 0.43, 0.41, 0.45, 0.24, 0.42, 0.33, -0.38, 0.95, -0.26, -0.33, -0.24]}